(1)
This record from the Open Molecules 2025 dataset describes a 2-piece molecular cluster, C4H10NO4 overall at a distorted geometry. The level of theory is the ωB97M-V functional and the def2-TZVPD basis.

* M: 136.13 Da
* LUMO level: -3.15 eV
* energy relative to the best compared isomer or geometry (same formula, charge and spin): 1.845 eV
* electronic energy: -13981.9269 eV
* total charge: +1

Geometry (Å):
C: -0.108 0.253 1.342
C: 0.287 -0.381 3.643
C: -0.596 -0.076 2.469
C: -0.615 0.633 -2.615
N: 0.812 -0.092 -1.987
O: 0.178 0.534 0.251
O: -0.444 1.934 -2.321
O: -0.627 0.235 -3.883
O: -1.588 0.089 -1.929
H: 1.324 0.169 3.747
H: 0.620 -1.404 3.585
H: -0.187 -0.303 4.611
H: -1.743 -0.041 2.705
H: 0.619 -0.719 -1.170
H: 1.356 0.750 -1.627
H: 1.270 -0.475 -2.838
H: -0.990 2.131 -1.535
H: -1.094 0.762 -4.531
H: -1.977 -0.747 -2.185



(2)
This record from the Open Molecules 2025 dataset describes an isolated ion of composition C4H10NOS and charge -1 at a distorted geometry. The level of theory is the ωB97M-V functional and the def2-TZVPD basis.

* M: 120.20 Da
* LUMO level: 3.80 eV
* energy relative to the best compared isomer or geometry (same formula, charge and spin): 4.306 eV
* electronic energy: -18680.7898 eV
* total charge: -1

Geometry (Å):
C: -0.940 0.050 1.625
N: -1.129 1.020 0.501
C: -0.323 2.206 0.361
O: 0.974 2.133 -0.183
C: -0.751 -1.289 0.891
C: 0.613 -1.314 0.132
S: 0.680 -1.480 -1.577
H: -0.232 0.180 2.430
H: -1.898 0.048 2.253
H: -0.924 0.435 -0.371
H: -0.881 2.843 -0.423
H: -0.144 2.641 1.300
H: -1.537 -1.509 0.169
H: -0.763 -2.135 1.712
H: 1.477 -1.796 0.660
H: 1.286 1.308 -0.427
H: 1.268 -0.451 -2.158



(3)
This record from the Open Molecules 2025 dataset describes an isolated ion of composition C4H10NOS and charge +1 at a distorted geometry. The level of theory is the ωB97M-V functional and the def2-TZVPD basis.

* M: 120.20 Da
* LUMO level: -4.45 eV
* energy relative to the best compared isomer or geometry (same formula, charge and spin): 2.723 eV
* electronic energy: -18674.3831 eV
* total charge: +1

Geometry (Å):
C: -1.798 -0.126 -0.209
C: -1.110 -1.279 0.657
C: 1.308 -0.099 0.243
C: 2.154 0.503 -0.689
N: -0.725 0.956 -0.409
O: 1.185 0.466 1.341
S: 0.424 -1.565 -0.226
H: -2.068 -0.628 -1.158
H: -2.661 0.301 0.204
H: -0.995 -1.254 1.664
H: -1.695 -2.243 0.512
H: 3.184 0.757 -0.292
H: 1.699 1.267 -1.230
H: 2.285 -0.127 -1.622
H: -1.054 1.452 -1.312
H: -0.749 1.496 0.450
H: 0.614 0.122 2.077



(4)
This record from the Open Molecules 2025 dataset describes C4H10NP as an isolated structure at a distorted geometry. The level of theory is the ωB97M-V functional and the def2-TZVPD basis.

* M: 103.10 Da
* LUMO level: 1.03 eV
* energy relative to the best compared isomer or geometry (same formula, charge and spin): 3.847 eV
* electronic energy: -15084.4506 eV

Geometry (Å):
C: 0.318 -1.960 0.975
C: 0.914 -3.015 0.204
C: -0.110 1.782 -0.404
C: -1.229 2.419 1.596
N: -1.025 1.538 0.724
P: -0.483 -0.889 1.818
H: 0.946 -2.650 -0.839
H: 1.940 -3.189 0.648
H: 0.304 -3.778 0.352
H: 0.413 2.678 -0.271
H: 0.509 0.824 -0.611
H: -0.762 1.750 -1.305
H: -0.857 3.555 1.623
H: -1.816 2.289 2.498
H: 0.192 -0.869 -3.269
H: 0.746 -0.487 -3.740



(5)
This record from the Open Molecules 2025 dataset describes the molecule C4H10NPS at a distorted geometry. The level of theory is the ωB97M-V functional and the def2-TZVPD basis.

* M: 135.17 Da
* LUMO level (spin up / spin down): -2.75 / -2.75 eV
* energy relative to the best compared isomer or geometry (same formula, charge and spin): 3.344 eV
* electronic energy: -25920.5912 eV

Geometry (Å):
C: 0.026 0.290 -1.468
C: -0.880 -0.280 -2.547
C: -0.585 1.137 2.463
C: 1.351 -1.142 0.805
N: -0.641 0.937 1.059
P: -0.258 -0.371 0.256
S: -0.478 -1.963 -3.076
H: 1.076 0.109 -1.716
H: -0.151 1.366 -1.381
H: -1.921 -0.277 -2.216
H: -0.806 0.344 -3.442
H: -1.561 1.483 2.813
H: 0.131 1.943 2.659
H: -0.277 0.269 3.052
H: 1.477 -2.109 0.328
H: 2.165 -0.475 0.523
H: 1.332 -1.261 1.888



(6)
This record from the Open Molecules 2025 dataset describes C4H10NS as an isolated structure at a distorted geometry. The level of theory is the ωB97M-V functional and the def2-TZVPD basis.

* M: 104.20 Da
* LUMO level: -4.02 eV
* energy relative to the best compared isomer or geometry (same formula, charge and spin): 2.552 eV
* electronic energy: -16626.4141 eV
* total charge: +1

Geometry (Å):
C: -1.245 1.053 0.863
C: 0.041 0.434 0.809
C: 1.431 1.034 0.482
C: -0.516 -1.036 -1.450
N: 0.166 -1.256 -0.197
S: -0.729 -0.034 2.222
H: -1.218 2.089 1.067
H: -2.071 0.799 0.089
H: 1.494 1.971 1.027
H: 1.631 0.964 -0.555
H: 2.148 0.355 0.903
H: -0.252 -0.139 -1.930
H: -0.329 -1.947 -2.178
H: -1.599 -1.097 -1.274
H: 1.113 -1.221 -0.311
H: -0.067 -1.969 0.433



(7)
This record from the Open Molecules 2025 dataset describes a 2-piece molecular cluster, C4H10NS overall at a distorted geometry. The level of theory is the ωB97M-V functional and the def2-TZVPD basis.

* M: 104.20 Da
* LUMO level: -4.63 eV
* energy relative to the best compared isomer or geometry (same formula, charge and spin): 4.417 eV
* electronic energy: -16624.5488 eV
* total charge: +1

Geometry (Å):
C: 1.762 0.123 -0.185
C: 1.748 1.555 -0.361
C: -2.239 -0.538 -0.795
C: -0.712 -0.875 1.193
N: -1.592 -0.220 0.504
S: 3.105 -0.786 0.142
H: 2.804 2.138 -0.421
H: 0.922 2.163 0.186
H: 1.282 1.724 -1.447
H: -2.594 0.399 -1.168
H: -1.491 -1.051 -1.451
H: -3.208 -1.109 -0.535
H: -0.370 -0.540 2.152
H: -0.130 -1.780 0.918
H: 2.529 -1.886 0.321
H: -1.817 0.680 0.947



(8)
This record from the Open Molecules 2025 dataset describes an isolated ion of composition C4H10NS2 and charge +1 at a distorted geometry. The level of theory is the ωB97M-V functional and the def2-TZVPD basis.

* M: 136.27 Da
* LUMO level: -5.24 eV
* energy relative to the best compared isomer or geometry (same formula, charge and spin): 1.971 eV
* electronic energy: -27461.5565 eV
* total charge: +1

Geometry (Å):
C: -1.111 -0.537 0.826
C: 0.956 0.787 0.028
C: 1.205 -1.601 0.551
C: -1.882 1.047 -1.311
N: 0.306 -0.575 0.008
S: -1.057 -1.244 2.360
S: -2.362 0.353 0.281
H: 1.299 1.136 1.003
H: 0.202 1.444 -0.387
H: 1.715 0.778 -0.794
H: 1.953 -1.507 -0.197
H: 0.736 -2.496 0.509
H: 1.561 -1.439 1.610
H: -2.924 1.182 -1.673
H: -1.285 0.281 -1.757
H: -1.311 2.034 -1.096
H: -2.381 -0.911 2.476



(9)
This record from the Open Molecules 2025 dataset describes a 2-piece molecular cluster, C4H10NSi overall at a distorted geometry. The level of theory is the ωB97M-V functional and the def2-TZVPD basis.

* M: 100.22 Da
* LUMO level: -4.53 eV
* energy relative to the best compared isomer or geometry (same formula, charge and spin): 2.185 eV
* electronic energy: -13668.8945 eV
* total charge: +1

Geometry (Å):
C: -0.194 1.770 0.398
C: -0.594 3.062 0.813
C: 1.761 -1.918 0.042
C: -1.226 -1.605 -0.507
N: 0.473 0.813 0.238
Si: 0.428 -0.879 -0.718
H: 0.008 3.311 1.726
H: -0.462 3.915 -0.004
H: -1.635 3.064 1.115
H: 1.249 -2.369 0.904
H: 2.100 -2.742 -0.425
H: 2.687 -1.327 0.187
H: -1.420 -2.432 0.294
H: -1.857 -0.839 0.007
H: -1.740 -1.892 -1.461
H: 0.424 0.070 -2.609



(10)
This record from the Open Molecules 2025 dataset describes a 2-piece molecular cluster, C4H10O overall at a distorted geometry. The level of theory is the ωB97M-V functional and the def2-TZVPD basis.

* M: 74.12 Da
* LUMO level: 0.93 eV
* SMILES: C/C=C/C.O
* energy relative to the best compared isomer or geometry (same formula, charge and spin): 1.174 eV
* electronic energy: -6356.6294 eV

Geometry (Å):
C: -1.720 -0.697 1.133
C: -0.578 -0.360 0.246
C: -0.466 0.685 -0.570
C: 0.444 0.931 -1.740
H: -2.600 -1.133 0.660
H: -1.349 -1.464 1.824
H: -2.095 0.103 1.778
H: 0.143 -1.165 0.163
H: -1.294 1.397 -0.548
H: 1.329 0.283 -1.761
H: -0.088 0.871 -2.684
H: 0.911 1.895 -1.521
H: 2.198 -1.069 0.654
H: 2.677 0.280 0.962
O: 2.486 -0.557 1.402



(11)
This record from the Open Molecules 2025 dataset describes a 2-piece molecular cluster, C4H10O overall at a distorted geometry. The level of theory is the ωB97M-V functional and the def2-TZVPD basis.

* M: 74.12 Da
* LUMO level: -3.91 eV
* energy relative to the best compared isomer or geometry (same formula, charge and spin): 7.438 eV
* electronic energy: -6350.3649 eV

Geometry (Å):
C: 1.184 0.644 1.363
C: -0.146 0.790 0.535
C: -0.671 -0.590 0.112
C: -1.093 -0.701 -1.365
O: 1.580 -0.020 -1.540
H: 1.888 0.357 0.575
H: 1.337 1.573 1.904
H: 1.113 -0.149 2.109
H: 0.240 1.141 -0.432
H: -0.804 1.431 1.110
H: -1.431 -1.108 0.696
H: -1.816 0.092 -1.569
H: -1.430 -1.711 -1.583
H: -0.183 -0.538 -2.006
H: 0.232 -1.211 0.091



(12)
This record from the Open Molecules 2025 dataset describes the molecule C4H10O. The level of theory is the ωB97M-V functional and the def2-TZVPD basis.

* M: 74.12 Da
* LUMO level: 1.01 eV
* SMILES: CC[C@@H](C)O
* energy relative to the best compared isomer or geometry (same formula, charge and spin): 0.174 eV
* electronic energy: -6357.6293 eV

Geometry (Å):
C: -1.322 1.355 0.717
C: -0.033 0.881 0.048
C: 0.136 -0.636 -0.023
C: 1.104 -1.041 -1.135
O: 0.588 -1.044 1.264
H: -1.390 1.006 1.752
H: -2.205 0.993 0.176
H: -1.368 2.450 0.726
H: 0.025 1.294 -0.966
H: 0.835 1.265 0.599
H: -0.837 -1.107 -0.239
H: 0.672 -0.796 -2.114
H: 2.058 -0.511 -1.039
H: 1.308 -2.118 -1.124
H: 0.428 -1.990 1.361



(13)
This record from the Open Molecules 2025 dataset describes a 2-piece molecular cluster, C4H10O overall at a distorted geometry. The level of theory is the ωB97M-V functional and the def2-TZVPD basis.

* M: 74.12 Da
* LUMO level: 0.91 eV
* SMILES: C=C(C)C.O
* energy relative to the best compared isomer or geometry (same formula, charge and spin): 0.661 eV
* electronic energy: -6357.1416 eV

Geometry (Å):
C: -1.517 0.019 -0.486
C: -0.303 0.423 -0.085
C: -0.018 0.825 1.332
C: 0.843 0.578 -1.044
O: 0.612 -2.177 0.494
H: -1.723 -0.170 -1.535
H: -0.222 -1.732 0.200
H: -2.357 0.008 0.201
H: -0.859 0.653 1.999
H: 0.836 0.283 1.723
H: 0.224 1.883 1.374
H: 1.122 1.626 -1.126
H: 1.718 0.045 -0.683
H: 0.613 0.222 -2.047
H: 1.032 -2.485 -0.318



(14)
This record from the Open Molecules 2025 dataset describes a 2-piece molecular cluster, C4H10O overall. The level of theory is the ωB97M-V functional and the def2-TZVPD basis.

* M: 74.12 Da
* LUMO level: 0.87 eV
* energy relative to the best compared isomer or geometry (same formula, charge and spin): 5.481 eV
* electronic energy: -6352.3215 eV

Geometry (Å):
C: 1.992 -0.354 -1.015
C: 0.712 -0.599 -0.454
C: 0.108 0.346 0.546
C: -1.396 0.232 0.724
O: -1.730 0.984 1.876
H: 2.411 0.645 -0.986
H: 2.564 -1.164 -1.448
H: 0.711 -0.264 -1.705
H: -0.480 -0.372 -1.656
H: 0.411 -1.641 -0.369
H: 0.383 1.378 0.305
H: 0.595 0.107 1.502
H: -1.906 0.611 -0.172
H: -1.677 -0.828 0.840
H: -2.691 1.015 1.943



(15)
This record from the Open Molecules 2025 dataset describes a 2-piece molecular cluster, C4H10O2 overall at a distorted geometry. The level of theory is the ωB97M-V functional and the def2-TZVPD basis.

* M: 90.12 Da
* LUMO level (spin up / spin down): 4.00 / 4.00 eV
* energy relative to the best compared isomer or geometry (same formula, charge and spin): 1.857 eV
* spin multiplicity: 2
* expectation value of S²: 0.75
* electronic energy: -8402.4272 eV
* total charge: -1

Geometry (Å):
C: -0.768 0.813 -1.999
C: 0.338 0.973 -0.962
C: 0.734 0.030 0.007
O: -0.197 -0.931 0.210
C: 1.963 0.042 0.899
H: -0.518 -0.115 -2.703
H: -0.806 1.660 -2.608
H: -1.777 0.552 -1.597
H: 1.013 1.911 -0.994
H: -0.139 -1.758 -0.296
H: 1.655 0.631 1.721
H: 2.761 0.583 0.373
H: 2.298 -0.914 1.330
H: -1.639 -0.717 1.827
H: -2.802 -1.194 2.697
O: -2.115 -1.566 2.095